Record 1
DFT (wB97M-V/def2-TZVPD) results for a structure of composition C44H34N6PdS5Se.

The relative energy (zero: lowest compared OMol25 entry of this formula, charge and spin) comes out at 0.0000 eV. As for the spin multiplicity: 3. The calculation puts the molecular weight at 992.51 g mol⁻¹. Its HOMO energy (spin up / spin down) is -6.332 / -6.462 eV. The frontier orbital gap (spin up / spin down) is 5.85 / 5.91 eV. Its expectation value of S² is 2.01.

Last column: Löwdin charge in e.
Element x y z (Å)
C1 2.12716 1.63962 -2.83665  -0.0631
C2 0.43960 3.84747 -2.94753  -0.0584
Se1 -3.97033 1.16073 5.31017  0.4413
C3 5.32683 -0.02864 0.34017  -0.0563
H1 0.04739 6.13281 5.02344  0.1056
H2 2.30608 -3.71453 -4.06822  0.1060
H3 -0.21952 4.70562 -2.99825  0.1145
C4 -2.14722 0.75550 -1.04301  -0.0836
C5 5.89615 1.20447 0.61761  -0.0632
H4 -5.23629 -2.71692 -3.60344  0.0996
H5 -2.35494 0.72079 0.00898  0.0514
H6 6.95180 1.27098 0.85112  0.1102
C6 -0.59063 2.90224 4.23462  -0.0610
H7 1.19439 3.92788 1.52677  0.0822
H8 3.13888 3.16098 0.30540  0.1150
C7 0.13390 -2.54917 -1.76327  -0.3135
H9 -0.10948 -1.32905 3.16649  0.0558
H10 -5.50428 -5.17441 -3.54976  0.0983
C8 -0.59074 4.08396 4.95647  -0.0526
C9 3.43347 0.09813 3.82638  -0.0728
N1 -3.57626 -2.76431 0.69452  -0.0815
N2 -1.41336 0.80051 2.16791  -0.3244
C10 -4.10971 -3.29035 -0.47083  -0.3328
C11 1.21016 0.34396 2.98269  -0.2990
H11 2.77671 0.77173 -2.76949  0.1169
C12 -0.54092 -4.71473 -2.51632  -0.0475
N3 -4.13912 -0.22366 2.72108  -0.1007
C13 -4.46354 -2.57940 -1.61632  -0.0205
H12 -1.44281 0.94611 -4.84467  0.1109
C14 0.70895 3.98444 2.49333  -0.0817
S1 -2.57630 -3.27884 3.06570  0.5728
C15 0.69779 5.16384 3.22603  -0.0775
C16 -4.76575 -5.37541 -1.55174  -0.0999
C17 1.86311 -1.73278 3.95302  -0.0486
S2 -0.05954 1.31265 2.16474  0.7669
H13 3.89363 -1.83637 4.63348  0.1056
H14 1.62647 -2.74687 4.24917  0.1137
C18 -4.26347 -4.68557 -0.45495  -0.4898
C19 -3.30674 -3.67981 1.58800  -1.1564
H15 -4.88540 -6.45188 -1.51761  0.1055
C20 0.88445 -0.94955 3.35455  -0.0595
C21 -0.94588 -0.01096 -2.99467  -0.0668
H16 -0.08189 3.34959 -0.90404  0.1120
C22 3.97202 -0.12465 0.04973  -0.0500
H17 -4.35017 -1.50317 -1.63748  0.1062
C23 3.13231 -1.21500 4.17544  -0.0701
C24 -5.11065 -4.65485 -2.68509  -0.1022
C25 1.35655 2.01104 -1.74107  -0.3104
C26 1.20245 3.49343 -4.04918  -0.0646
C27 0.07281 2.86833 3.01547  -0.3119
C28 3.21531 1.03335 0.04222  -0.3184
H18 -0.22321 -0.67827 -3.44641  0.1049
N4 -0.70712 -1.73096 0.66772  -0.3258
H19 -1.13882 2.03140 4.58454  0.0667
N5 0.64536 1.79170 0.71495  -0.3591
C29 3.76872 2.27621 0.31514  -0.0681
C30 5.11946 2.35722 0.60570  -0.0572
C31 0.51277 3.10508 -1.77593  -0.0552
H20 1.13524 4.07559 -4.95980  0.1096
C32 -0.74861 -3.61713 -1.69594  -0.0415
Pd1 -2.46031 -1.06297 1.73901  0.7242
H21 4.41556 0.50833 4.02801  0.1068
S3 1.47324 0.98969 -0.29429  0.8517
C33 -1.63601 0.89905 -3.77923  -0.0678
C34 -1.21219 -0.08391 -1.62692  -0.2910
H22 -3.55865 2.32656 -1.37896  0.1176
H23 2.64295 2.11573 -4.85809  0.1109
H24 3.49496 -1.07584 -0.14677  0.1111
C35 -4.95868 -3.26777 -2.71164  -0.0918
C36 -4.09630 0.33331 3.75163  -1.0017
C37 -2.82524 1.67260 -1.83497  -0.0569
C38 -2.57376 1.74385 -3.19716  -0.0736
S4 -0.23811 -1.23558 -0.61564  0.7576
H25 1.93245 -1.73950 -2.61331  0.0932
H26 -3.10951 2.46138 -3.80850  0.1087
H27 5.93295 -0.92540 0.35820  0.1123
C39 1.23910 -2.57135 -2.60360  -0.0873
H28 -1.57155 -3.58110 -0.98867  0.0949
H29 2.67814 1.92151 2.96989  0.1089
H30 5.56501 3.31911 0.82639  0.1122
H31 -1.12036 4.13035 5.89917  0.1132
C40 0.05621 5.20916 4.45639  -0.0723
N6 1.24831 -0.49095 -0.62936  -0.3601
C41 2.04803 2.38986 -3.99553  -0.0602
H32 1.17754 6.04946 2.82813  0.1033
C42 2.46769 0.88831 3.22380  -0.0765
C43 0.55325 -4.74449 -3.37319  -0.0694
H33 -1.22762 -5.55007 -2.46999  0.1115
S5 -3.71419 -5.31224 1.07458  1.0107
C44 1.44440 -3.68028 -3.41195  -0.0726
H34 0.71545 -5.60694 -4.00846  0.1066



Record 2
DFT (wB97M-V/def2-TZVPD) results for a structure of composition C3H4O4Rb.

The relative energy (zero: lowest compared OMol25 entry of this formula, charge and spin) comes out at 4.5094 eV. The calculation puts the molecular weight at 189.53 g mol⁻¹. Its charge is +1. Its HOMO energy is -11.051 eV. The frontier orbital gap is 6.86 eV.

Last column: Löwdin charge in e.
Element x y z (Å)
H1 -1.66580 1.15604 -0.11556  0.1504
O1 -2.23681 0.23223 -0.13278  -0.1274
H2 -0.52974 -1.30406 -0.65023  0.1713
H3 4.14103 -0.00474 0.11333  0.1574
O2 1.15728 -0.13701 -0.29984  0.0652
C1 2.31822 0.45929 0.16311  -0.5830
C2 0.00087 0.22890 0.21344  0.0238
H4 -1.37811 -1.29696 0.96180  0.1366
O3 3.27773 -0.40278 -0.06673  0.1904
Rb1 -6.27951 0.17926 -0.96131  0.9600
C3 -1.19041 -0.64127 0.09734  -0.3203
O4 2.38525 1.53109 0.67742  0.1756



Max |F| for every record listed, in sequence, given in eV/Å: 0.67; 4.47.